No. 1
The following is a DFT calculation (wB97M-V/def2-TZVPD) of a structure of composition C25H38BCuN12 in a non-equilibrium geometry.

Last column: Löwdin charge in e.
Geometry (Å):
1 Cu 0.22388 0.45370 0.12989  0.3384
2 C 3.70098 4.54569 0.53628  -0.0982
3 C 3.41631 3.41348 1.27365  -0.1611
4 N 2.12251 3.00006 1.02959  0.0601
5 N 1.65052 3.89185 0.19670  -0.0848
6 C 2.52683 4.84839 -0.15034  -0.0884
7 B 0.28323 3.74020 -0.49452  -0.5279
8 N -0.79349 3.23573 0.50586  -0.0063
9 C -1.91377 3.95151 0.75430  -0.0892
10 C -2.71028 3.25259 1.61270  -0.0575
11 C -1.98352 2.06410 1.83382  -0.1797
12 N -0.87286 2.01271 1.13119  0.0192
13 N 0.47495 2.83228 -1.72299  -0.0358
14 C 0.50145 3.26894 -3.01972  -0.0574
15 C 0.64488 2.12784 -3.79015  -0.0844
16 C 0.79681 1.05745 -2.89267  -0.1267
17 N 0.68822 1.51671 -1.61349  0.0353
18 H 4.69946 5.01857 0.45630  0.0980
19 H 4.03468 2.86206 1.98201  0.0912
20 H 2.27961 5.68768 -0.76952  0.1094
21 H -0.12288 4.81560 -0.94435  0.1203
22 H -1.89300 4.93146 0.40708  0.0947
23 H -3.66146 3.50385 2.02340  0.0864
24 H -2.19172 1.25474 2.51019  0.1058
25 H 0.18661 4.27530 -3.29937  0.1232
26 H 0.72080 2.13705 -4.82383  0.0712
27 H 0.92878 -0.00436 -3.10550  0.0942
28 C -2.59763 -2.32599 -3.90279  -0.0581
29 N -1.54660 -1.79442 -3.04636  -0.1473
30 C -0.29084 -2.51826 -3.20977  -0.0803
31 C -1.77179 -1.04610 -1.86363  -0.3676
32 N -1.34332 -1.25718 -0.66412  0.1362
33 C -0.78813 -2.50781 -0.27930  -0.2270
34 C -1.43480 -3.70868 -0.62108  -0.0216
35 C -0.97563 -4.98983 -0.21833  -0.0805
36 C 0.15510 -4.96479 0.51846  -0.1411
37 C 0.77138 -3.83494 0.90551  -0.0430
38 C 0.25362 -2.56787 0.60874  -0.2601
39 N 0.85646 -1.44410 1.08771  0.1170
40 C 1.36272 -1.41927 2.26781  -0.3824
41 N 2.49073 -0.64247 2.55191  -0.1270
42 C 3.27742 -0.23455 1.37991  -0.0622
43 C 2.21680 0.41194 3.53223  -0.0442
44 N 0.81738 -2.01555 3.36399  -0.1569
45 C -0.58768 -2.37975 3.46132  -0.0208
46 C 1.61286 -2.59806 4.37863  -0.0707
47 N -2.66235 -0.00768 -2.03480  -0.1284
48 C -3.22451 0.63250 -0.86773  -0.0558
49 C -2.48167 0.91617 -3.16586  -0.0362
50 H -2.48560 -3.39620 -3.71511  0.0781
51 H -2.44144 -2.05563 -4.96744  0.0961
52 H -3.61083 -2.08448 -3.56379  0.0929
53 H -0.29330 -3.56924 -2.96007  0.0740
54 H 0.47224 -2.07452 -2.61097  0.0698
55 H 0.09056 -2.57879 -4.24230  0.0965
56 H -2.43162 -3.59408 -1.03572  0.1151
57 H -1.52103 -5.83464 -0.48422  0.0809
58 H 0.62305 -5.93477 0.85473  0.1260
59 H 1.58197 -3.89333 1.63651  0.1221
60 H 3.26527 -0.97656 0.59502  0.0797
61 H 4.38019 -0.04670 1.68765  0.1127
62 H 2.98907 0.73945 1.00467  0.0353
63 H 3.13678 0.67651 3.97360  0.0662
64 H 1.50135 0.05080 4.36473  0.1172
65 H 1.76668 1.30035 3.11452  0.0662
66 H -1.17157 -1.82670 2.74084  0.0902
67 H -0.95891 -2.17940 4.46297  0.0917
68 H -0.70514 -3.44462 3.22215  0.0949
69 H 2.58521 -2.37370 4.24632  0.0518
70 H 1.54110 -3.71151 4.35730  0.1083
71 H 1.28953 -2.31698 5.36420  0.0888
72 H -3.30908 -0.14982 -0.10554  0.0938
73 H -4.17787 1.02828 -1.12728  0.0841
74 H -2.58911 1.38223 -0.42419  0.0474
75 H -1.66604 0.58405 -3.80453  0.0764
76 H -2.36240 1.93798 -2.78269  0.0950
77 H -3.34608 0.94349 -3.74033  0.0564

Summary:
- HOMO-LUMO gap (eV) = 8.2
- 2S+1 = 1
- largest force on an atom (eV/A) = 4.2
- HOMO (Ha) = -0.2751
- charge = 0
- E_LUMO (eV) = 0.7

=====

No. 2
The following is a DFT calculation (wB97M-V/def2-TZVPD) of an isolated molecule of C4H6N4S in a non-equilibrium geometry.

Last column: Löwdin charge in e.
Geometry (Å):
1 N 1.81480 -0.03361 0.99008  0.1378
2 C 0.63179 -0.28417 0.38780  -0.3275
3 N 0.44920 -1.56048 -0.15204  0.1037
4 C -0.64100 -1.84181 -0.95195  -0.1817
5 N -1.61862 -1.05935 -1.12633  0.0591
6 C -1.58792 0.25848 -0.64271  -0.7356
7 S -2.82479 1.35774 -0.60532  0.6438
8 C -0.30525 0.68861 0.12875  -0.2695
9 N -0.21825 2.06267 0.53416  0.0200
10 H 2.60777 -0.30334 0.46313  0.0956
11 H 1.79764 0.89461 1.32623  0.0709
12 H 0.74227 -2.35530 0.32715  0.1195
13 H -0.60316 -2.90966 -1.19568  0.1307
14 H -1.01127 2.67263 0.26470  0.0162
15 H 0.76681 2.41299 0.25203  0.1170

Summary:
- HOMO-LUMO gap (eV) = 7.8
- 2S+1 = 1
- largest force on an atom (eV/A) = 3.1
- HOMO (Ha) = -0.2823
- charge = 0
- SMILES = Nc1[nH]cnc(=S)c1N
- relative energy (zero: lowest compared OMol25 entry of this formula, charge and spin) (kcal/mol) = 13.5
- E_LUMO (eV) = 0.1

=====

No. 3
The following is a DFT calculation (wB97M-V/def2-TZVPD) of a cluster of 2 separate species, C9H17NO2 in total in a non-equilibrium geometry.

Last column: Löwdin charge in e.
Geometry (Å):
1 C -0.65554 -3.20446 -3.10682  0.1213
2 C -0.57921 -3.22783 -1.90375  -0.0770
3 C -0.49598 -3.16313 -0.42504  -0.3860
4 O -1.72634 -3.45587 0.18141  -0.0127
5 C -0.04702 -1.75933 -0.01335  -0.2292
6 O -1.04695 -0.82132 -0.37503  -0.0794
7 H -0.71933 -3.23086 -4.19514  0.0409
8 H 0.22658 -3.91104 -0.07366  0.1540
9 H -2.27398 -2.66340 0.08507  0.0958
10 H 0.03323 -1.75077 1.06489  0.1035
11 H 0.93336 -1.51603 -0.44864  0.1306
12 H -1.06124 -0.80109 -1.34283  0.0957
13 C -0.81293 0.52194 2.21055  -0.1040
14 N 0.20857 0.44787 1.17703  -0.1510
15 C 0.76050 1.74378 0.85142  -0.3655
16 C -0.12803 2.68491 0.01240  -0.1388
17 C 1.13228 3.08131 -0.78842  -0.1709
18 C 1.80494 1.78645 -0.28128  -0.1343
19 H -1.65451 1.08799 1.82383  0.0818
20 H -1.16596 -0.48883 2.45757  0.0823
21 H -0.46108 1.00500 3.13128  0.0780
22 H 0.96212 -0.15016 1.49011  0.1020
23 H 1.13536 2.26842 1.74979  0.1421
24 H -0.67925 3.47805 0.53294  0.1032
25 H -0.82267 2.09185 -0.59443  0.1093
26 H 1.61214 3.97506 -0.37750  0.1026
27 H 1.02204 3.20335 -1.87223  0.0986
28 H 2.86533 1.82502 -0.00429  0.1017
29 H 1.63356 0.94313 -0.96588  0.1057

Summary:
- HOMO-LUMO gap (eV) = 9.1
- 2S+1 = 1
- largest force on an atom (eV/A) = 2.2
- HOMO (Ha) = -0.3036
- charge = 0
- SMILES = C#C[C@H](O)CO.CNC1CCC1
- relative energy (zero: lowest compared OMol25 entry of this formula, charge and spin) (kcal/mol) = 102.1
- E_LUMO (eV) = 0.8

=====

No. 4
The following is a DFT calculation (wB97M-V/def2-TZVPD) of the ion C3H7NO2P with charge +1 in a non-equilibrium geometry.

Last column: Löwdin charge in e.
Geometry (Å):
1 C -1.20810 -0.61185 -1.17539  -0.2507
2 C 1.49976 -0.01303 -1.06469  -0.3628
3 C -0.19007 0.77149 2.13541  -0.0612
4 N 0.08308 -0.25954 -0.75840  -0.1514
5 O -1.74985 -0.73892 0.11864  -0.2138
6 O 2.20882 -0.03269 -0.00745  0.0767
7 P -0.26453 -0.64006 0.83159  1.1752
8 H -1.82442 0.09499 -1.61929  0.1266
9 H -1.45182 -1.52125 -1.77293  0.1667
10 H 1.73299 -0.75656 -1.92355  0.2043
11 H 1.70528 0.91017 -1.68123  0.1948
12 H -0.95857 1.42508 1.82737  0.0597
13 H 0.79102 1.08004 2.09334  0.0274
14 H -0.37356 0.29213 2.99658  0.0086

Summary:
- HOMO-LUMO gap (alpha / beta) (eV) = 8.1 / 7.0
- 2S+1 = 1
- largest force on an atom (eV/A) = 4.0
- HOMO (alpha / beta) (Ha) = -0.5619 / -0.5156
- charge = +1
- relative energy (zero: lowest compared OMol25 entry of this formula, charge and spin) (kcal/mol) = 96.8
- E_LUMO (alpha / beta) (eV) = -7.2 / -7.0

=====

No. 5
The following is a DFT calculation (wB97M-V/def2-TZVPD) of a cluster of 2 separate species, C3H7NO2S in total in a non-equilibrium geometry.

Last column: Löwdin charge in e.
Geometry (Å):
1 C 0.53537 1.20990 -0.28190  0.0998
2 C 2.85842 -0.68254 -0.70777  0.0953
3 C -0.74672 1.34282 -0.13916  -0.2523
4 N -1.59214 -0.63394 1.49591  -0.0709
5 O -3.15144 0.27822 -0.26123  -0.3182
6 O -1.25319 -1.15608 -0.96162  -0.3145
7 S -1.78739 -0.13630 -0.10488  0.5635
8 H 1.35458 1.88773 -0.34045  0.0366
9 H 2.83060 -0.41783 -1.73964  -0.0159
10 H 2.31658 -1.54173 -0.38193  -0.0186
11 H 3.48568 -0.14212 -0.02926  -0.0147
12 H -1.36229 2.22839 -0.03826  0.0879
13 H -2.48178 -0.78522 1.94448  0.0615
14 H -1.00627 -1.45131 1.54569  0.0604

Summary:
- HOMO-LUMO gap (alpha / beta) (eV) = 8.2 / 9.9
- 2S+1 = 1
- largest force on an atom (eV/A) = 1.3
- HOMO (alpha / beta) (Ha) = -0.3345 / -0.3616
- charge = 0
- relative energy (zero: lowest compared OMol25 entry of this formula, charge and spin) (kcal/mol) = 147.9
- E_LUMO (alpha / beta) (eV) = -0.9 / 0.0

=====

No. 6
The following is a DFT calculation (wB97M-V/def2-TZVPD) of an isolated molecule of C2H5Br2OPS in a non-equilibrium geometry.

Last column: Löwdin charge in e.
Geometry (Å):
1 C 0.41904 -0.18470 0.36365  -0.0817
2 C -0.89266 0.20640 -0.17624  -0.3540
3 O -1.88349 0.03026 0.84980  -0.4956
4 P -3.42414 -0.00913 0.68785  -0.4297
5 S -4.25370 0.04937 2.43367  0.2340
6 Br -3.75994 1.72812 -0.71439  0.3380
7 Br -3.70260 -1.75098 -0.72512  0.3290
8 H 1.11864 0.62877 0.84296  0.1186
9 H 0.17668 -1.02500 1.19142  0.1388
10 H 0.89648 -0.72623 -0.42252  0.0547
11 H -1.18821 -0.52872 -0.96493  0.0870
12 H -1.02525 1.18320 -0.53971  0.0609

Summary:
- HOMO-LUMO gap (eV) = 8.9
- 2S+1 = 1
- largest force on an atom (eV/A) = 3.7
- HOMO (Ha) = -0.3541
- charge = 0
- SMILES = CCOP(=S)(Br)Br
- relative energy (zero: lowest compared OMol25 entry of this formula, charge and spin) (kcal/mol) = 0.0
- E_LUMO (eV) = -0.8

=====

Number 1: energy -3297.8589 Eh. Number 2: energy -773.2074 Eh. Number 3: energy -558.2135 Eh. Number 4: energy -664.6745 Eh. Number 5: energy -721.7270 Eh. Number 6: energy -6042.0741 Eh.